# 1
This record from the Open Molecules 2025 dataset describes a structure of composition CaH8NOPSSi2 in a non-equilibrium geometry. The level of theory is ωB97M-V/def2-TZVPD.

Geometry (Å):
N 2.23 -0.66 -0.14
Si 1.47 1.01 -0.14
O -0.06 0.97 -1.01
Si -1.40 0.50 0.03
P -1.67 -1.67 0.28
S -0.33 -2.78 -0.59
H 3.26 -0.52 -0.10
H 1.86 -1.08 0.75
H 2.48 1.90 -0.71
H 1.32 1.36 1.27
H -1.40 1.16 1.35
H -2.63 0.99 -0.65
H -1.71 -1.93 1.72
H -2.98 -2.13 -0.21
Ca -0.48 2.88 -1.88

highest occupied orbital energy	-14.6	eV
total charge	+2
DFT total energy	-2130.33216	hartree
2S+1	1

Atomic partial charges in e from the Löwdin method, atoms 1 to 2: -0.13 0.48


# 2
This record from the Open Molecules 2025 dataset describes a structure of composition Cd2N2O6 in a non-equilibrium geometry. The level of theory is ωB97M-V/def2-TZVPD.

Geometry (Å):
Cd -2.15 -1.70 -2.87
Cd 2.34 0.54 0.32
N -0.46 0.70 2.49
O -1.04 -0.17 3.03
O -0.61 1.91 2.88
O 0.30 0.49 1.50
N 0.38 -0.37 -1.84
O 0.92 -0.29 -2.91
O 1.12 -0.78 -0.93
O -0.81 -0.31 -1.67

highest occupied orbital energy (spin up / spin down)	-12.3 / -12.3	eV
total charge	+1
DFT total energy	-895.74802	hartree
2S+1	2

Atomic partial charges in e from the Löwdin method, atoms 1 to 2: 1.11 1.55


# 3
This record from the Open Molecules 2025 dataset describes a structure of composition CeFHMgNO3S2 in a non-equilibrium geometry. The level of theory is ωB97M-V/def2-TZVPD.

Geometry (Å):
Mg -2.15 -2.23 -0.94
N -0.40 0.53 -0.89
S -0.50 -0.70 -2.17
S -1.61 0.70 0.07
O -0.62 1.75 1.51
O -2.44 -0.53 0.25
F -2.70 1.70 -0.67
Ce 1.54 1.63 0.54
O 1.05 2.65 2.51
H 0.93 2.18 3.34

highest occupied orbital energy (spin up / spin down)	-9.9 / -11.6	eV
total charge	+1
DFT total energy	-1852.15600	hartree
2S+1	3

Atomic partial charges in e from the Löwdin method, atoms 1 to 2: 1.00 -0.91


# 4
This record from the Open Molecules 2025 dataset describes a structure of composition Cl14O56Pb2 in a non-equilibrium geometry. The level of theory is ωB97M-V/def2-TZVPD.

Geometry (Å):
Pb 2.91 -0.51 2.05
Pb -1.22 0.41 -3.29
Cl -3.92 3.15 -2.07
O -3.64 2.81 -0.72
O -2.90 2.52 -2.70
O -5.27 2.76 -2.47
O -3.78 4.60 -2.31
Cl 0.08 0.20 -0.11
O -0.64 1.35 0.04
O 0.61 -0.57 0.97
O -0.97 -0.70 -0.63
O 0.98 0.68 -1.11
Cl -1.70 -3.75 -1.25
O -2.42 -5.04 -1.14
O -2.78 -2.84 -1.33
O -1.03 -3.74 -0.02
O -0.77 -3.63 -2.35
Cl -3.81 -2.38 -4.95
O -3.79 -2.44 -6.39
O -3.02 -1.39 -4.21
O -5.07 -1.89 -4.38
O -3.71 -3.68 -4.46
Cl -2.13 2.17 3.77
O -2.09 3.24 4.71
O -2.99 2.57 2.75
O -0.80 2.20 3.42
O -2.66 0.88 4.38
Cl -2.56 6.16 2.22
O -1.43 5.43 1.70
O -2.62 7.41 1.52
O -3.75 5.54 1.80
O -2.51 6.42 3.58
Cl 2.59 2.65 -3.94
O 2.90 3.11 -5.33
O 3.67 2.01 -3.25
O 2.02 3.73 -3.24
O 1.50 1.83 -4.06
Cl 1.05 -2.05 -6.20
O 0.64 -0.94 -5.49
O 2.06 -2.75 -5.46
O -0.02 -2.94 -6.49
O 1.63 -1.44 -7.41
Cl 5.82 -4.02 1.78
O 4.75 -3.13 1.57
O 7.16 -3.42 1.50
O 5.59 -4.55 3.13
O 5.72 -5.04 0.78
Cl 3.00 3.59 1.33
O 3.48 3.99 0.12
O 3.80 4.31 2.32
O 1.62 3.85 1.58
O 2.98 2.23 1.59
Cl 2.20 1.30 5.69
O 2.97 1.42 6.86
O 2.13 2.54 5.10
O 2.85 0.33 4.82
O 0.95 0.71 5.98
Cl -5.64 -1.18 2.09
O -4.28 -1.37 2.54
O -6.25 -1.23 3.34
O -5.91 -0.06 1.29
O -5.98 -2.13 1.04
Cl 3.59 -2.23 -1.75
O 3.03 -3.55 -1.85
O 3.07 -1.62 -0.55
O 5.00 -2.63 -1.64
O 3.54 -1.32 -2.86
Cl 1.21 -3.55 3.67
O 0.28 -4.57 4.10
O 0.77 -2.16 3.69
O 2.49 -3.82 4.33
O 1.43 -3.87 2.28

highest occupied orbital energy	12.0	eV
total charge	-10
DFT total energy	-11035.88286	hartree
2S+1	1

Atomic partial charges in e from the Löwdin method, atoms 1 to 2: 1.81 1.86


# 5
This record from the Open Molecules 2025 dataset describes the ion Cl2FHOP with charge +1 in a non-equilibrium geometry. The level of theory is ωB97M-V/def2-TZVPD.

Geometry (Å):
O 1.38 0.60 0.33
F -0.48 -0.10 -1.58
P -0.50 -0.02 -0.01
Cl -1.65 1.43 0.49
Cl -0.78 -1.83 0.62
H 2.03 -0.09 0.15

highest occupied orbital energy	-17.4	eV
relative energy (zero: lowest compared OMol25 entry of this formula, charge and spin)	196.0	kJ/mol
total charge	+1
DFT total energy	-1437.17510	hartree
2S+1	1

Atomic partial charges in e from the Löwdin method, atoms 1 to 2: -0.20 -0.17


# 6
This record from the Open Molecules 2025 dataset describes a structure of composition Cl2H2NO2PS in a non-equilibrium geometry. The level of theory is ωB97M-V/def2-TZVPD.

Geometry (Å):
N 1.52 0.01 0.60
O -1.40 0.12 0.98
O -0.85 -0.03 -1.54
P -0.56 -0.70 -0.08
S -1.09 -2.45 -0.28
Cl -0.72 1.44 1.94
Cl -0.57 1.62 -2.02
H 1.51 0.79 -0.03
H 2.16 -0.80 0.42

highest occupied orbital energy	-9.9	eV
relative energy (zero: lowest compared OMol25 entry of this formula, charge and spin)	443.8	kJ/mol
total charge	0
DFT total energy	-1866.22670	hartree
2S+1	1

Atomic partial charges in e from the Löwdin method, atoms 1 to 2: -0.08 -0.76


# 7
This record from the Open Molecules 2025 dataset describes a cluster of 2 separate species, Cl2H2O2P2 in total in a non-equilibrium geometry. The level of theory is ωB97M-V/def2-TZVPD.

Geometry (Å):
O -1.08 -0.71 -1.12
O 1.55 -0.70 -1.59
P 1.06 0.15 -0.51
P -1.49 -1.71 -2.10
Cl -1.03 -3.48 -1.25
Cl 2.58 1.13 0.36
H 0.54 -0.47 0.60
H 0.23 1.19 -0.86

highest occupied orbital energy	-10.7	eV
relative energy (zero: lowest compared OMol25 entry of this formula, charge and spin)	93.9	kJ/mol
total charge	0
DFT total energy	-1754.83461	hartree
2S+1	1

Atomic partial charges in e from the Löwdin method, atoms 1 to 2: -0.67 -0.48


# 8
This record from the Open Molecules 2025 dataset describes a cluster of 2 separate species, Cl2H2S2Si in total in a non-equilibrium geometry. The level of theory is ωB97M-V/def2-TZVPD.

Geometry (Å):
Si -2.21 0.09 0.06
S 3.02 -0.58 0.03
S -1.75 1.99 -0.13
Cl -2.16 -1.27 -1.46
Cl -2.53 -0.92 1.77
H 3.84 0.48 -0.52
H 1.79 0.20 0.25

highest occupied orbital energy	-9.8	eV
relative energy (zero: lowest compared OMol25 entry of this formula, charge and spin)	11.0	kJ/mol
total charge	0
DFT total energy	-2007.53859	hartree
2S+1	1

Atomic partial charges in e from the Löwdin method, atoms 1 to 2: -0.72 0.34